No. 1
Molecular formula: C3H8N2O
Method: DFT, wB97M-V/def2-TZVPD

The value obtained for the highest occupied orbital energy is -7.963 eV. As for the HOMO-LUMO gap: 8.56 eV. Its net charge is 0. The SMILES is NC/C=C(\N)O. The calculation puts the energy relative to the best compared isomer or geometry (same formula, charge and spin) at 99.00 kcal per mole.

CARTESIAN COORDINATES (ANGSTROEM)
H: 2.165 -1.882 0.237
C: -0.214 0.038 0.937
N: 0.121 -1.918 -0.569
N: -0.327 2.275 -0.091
H: -0.066 0.234 1.995
C: -0.903 0.960 0.037
H: -0.555 -2.498 -0.088
H: 0.668 2.210 -0.295
H: -0.771 2.805 -0.835
O: 1.829 -1.096 0.696
H: -0.352 0.318 -0.938
H: -0.189 -1.679 -1.505
C: 0.571 -0.833 0.197
H: -1.979 1.066 0.224

***

No. 2
Molecular formula: C3H8N2O
Method: DFT, wB97M-V/def2-TZVPD

The value obtained for the highest occupied orbital energy is -9.856 eV. As for the HOMO-LUMO gap: 10.15 eV. Its net charge is 0. The SMILES is N#CO.C=N.C. The calculation puts the energy relative to the best compared isomer or geometry (same formula, charge and spin) at 90.60 kcal per mole.

CARTESIAN COORDINATES (ANGSTROEM)
H: -2.423 -0.329 1.525
H: -0.227 1.700 0.245
H: -1.804 -0.514 -0.799
O: -1.834 -0.795 2.165
H: 1.352 -0.576 -1.743
H: -0.576 1.319 -1.542
C: 1.800 -0.103 -0.875
H: 1.241 -0.387 0.113
N: 0.504 -0.975 1.656
H: 2.009 0.944 -1.073
H: 2.750 -0.598 -0.679
C: -0.683 1.059 -0.494
C: -0.664 -0.857 1.581
N: -1.445 0.112 -0.080

***

No. 3
Molecular formula: C3H8N2O
Method: DFT, wB97M-V/def2-TZVPD

The value obtained for the highest occupied orbital energy is -9.051 eV. As for the HOMO-LUMO gap: 10.00 eV. Its net charge is 0. The SMILES is CN(C)C(N)=O. The calculation puts the energy relative to the best compared isomer or geometry (same formula, charge and spin) at 34.29 kcal per mole.

CARTESIAN COORDINATES (ANGSTROEM)
H: -0.934 -1.865 0.307
H: -1.341 -0.981 -1.181
N: 0.220 -0.146 -0.036
H: 0.265 -0.249 1.685
C: 1.128 0.460 -0.984
C: -0.523 -1.296 -0.532
H: 1.646 1.296 -0.502
N: -0.383 0.529 1.934
H: -0.725 1.085 2.713
O: -1.318 1.738 0.183
H: 1.879 -0.277 -1.290
H: 0.123 -1.984 -1.091
C: -0.634 0.861 0.662
H: 0.595 0.829 -1.866

***

No. 4
Molecular formula: C3H8N2O
Method: DFT, wB97M-V/def2-TZVPD

The value obtained for the highest occupied orbital energy is -8.576 eV. As for the HOMO-LUMO gap: 9.34 eV. Its net charge is 0. The SMILES is C=CN.NC=O. The calculation puts the energy relative to the best compared isomer or geometry (same formula, charge and spin) at 74.81 kcal per mole.

CARTESIAN COORDINATES (ANGSTROEM)
N: 1.789 -0.263 0.948
H: 0.069 -0.602 -0.218
C: 0.992 -2.431 0.190
N: -1.851 1.374 -1.066
H: 2.519 -0.873 1.089
C: 0.921 -1.036 0.270
H: 0.539 -2.943 -0.690
H: -0.564 2.360 0.064
H: -1.256 0.610 -1.093
C: -1.706 2.166 0.015
H: 1.783 -2.864 0.808
O: -2.552 2.531 0.934
H: 2.048 0.491 0.343
H: -2.731 1.481 -1.594

***

No. 5
Molecular formula: C3H8N2O
Method: DFT, wB97M-V/def2-TZVPD

The value obtained for the highest occupied orbital energy is -8.725 eV. As for the HOMO-LUMO gap: 9.61 eV. Its net charge is 0. The SMILES is C[C@]1(N)CN1O. The calculation puts the energy relative to the best compared isomer or geometry (same formula, charge and spin) at 98.40 kcal per mole.

CARTESIAN COORDINATES (ANGSTROEM)
H: 0.557 1.808 -1.265
H: 0.634 1.935 0.406
C: -0.897 -0.877 -0.737
H: -1.510 -0.666 -1.566
H: 2.028 0.052 0.697
H: -0.491 -1.912 -0.891
N: -1.202 -0.317 0.599
H: 1.666 -0.902 -0.418
O: -0.990 -1.182 1.651
C: 0.072 0.121 -0.076
N: 1.266 -0.500 0.360
H: -0.059 -1.169 1.889
H: -1.066 2.049 -0.337
C: -0.007 1.561 -0.312

***

No. 6
Molecular formula: C3H8N2O
Method: DFT, wB97M-V/def2-TZVPD

The value obtained for the highest occupied orbital energy is -8.004 eV. As for the HOMO-LUMO gap: 8.63 eV. Its net charge is 0. The calculation puts the energy relative to the best compared isomer or geometry (same formula, charge and spin) at 112.17 kcal per mole.

CARTESIAN COORDINATES (ANGSTROEM)
H: 1.908 0.757 -0.480
H: 0.554 -1.918 0.623
N: -1.152 -0.028 1.194
H: 1.642 0.177 1.370
C: 1.319 0.352 0.344
N: -0.917 0.532 -1.132
C: -0.311 0.100 0.059
H: -1.739 0.796 1.283
H: -0.433 0.082 -1.922
O: 0.680 -1.637 -1.413
C: 0.590 -1.221 -0.233
H: 0.541 1.289 0.515
H: -1.773 -0.819 1.045
H: -0.908 1.537 -1.253

***

> Look up the highest occupied orbital energy of the sixth one.

-8.004 eV